Record 1
# C37H48N3O5S2SeV

C37H48N3O5S2SeV as an isolated structure in a non-equilibrium geometry (the ωB97M-V functional and the def2-TZVPD basis, OMol25).

XYZ file:
```
97
Properties=species:S:1:pos:R:3:forces:R:3:mulliken_charge:R:1
V -2.6978 1.6448 0.8018 1.95 0.33 -1.61 0.577
C 4.7362 0.3776 3.7801 3.00 4.26 0.01 -0.795
C 4.0086 0.0772 2.4774 -1.21 -1.35 5.72 1.231
C 4.8699 0.2521 1.4462 6.91 1.49 -8.19 -0.928
C 3.7829 -1.3956 2.5676 2.66 -2.02 3.91 -2.191
C 2.7955 0.7858 2.3573 -2.27 5.95 0.45 0.293
C 1.5975 0.2841 2.5290 -9.31 -6.10 -2.26 0.683
C 0.3438 0.8212 2.0650 1.76 3.62 -1.34 -0.778
Se -1.2863 -0.2586 1.7804 0.32 1.02 3.94 0.007
C -0.7601 -1.1712 0.3167 1.85 -2.13 -0.34 0.121
C 0.3199 -2.1553 0.3722 -0.27 -1.86 -0.94 -0.073
C 0.7545 -2.6905 -0.8401 0.53 -0.20 -0.24 -0.267
C 0.1867 -2.1013 -1.9975 0.88 0.42 0.91 -0.754
C -0.5284 -0.9727 -2.0338 -4.97 3.27 0.53 -0.397
C -1.2489 -0.5467 -0.8282 2.74 1.39 -0.80 0.998
O -1.8630 0.6117 -0.6972 -0.67 -1.40 -1.92 0.130
C -0.7039 -0.0391 -3.3659 2.27 0.14 1.30 1.439
C -1.9932 0.4270 -4.0335 2.67 -0.01 -4.07 -0.764
C 0.2608 1.2061 -3.0628 0.07 0.09 -2.32 -1.323
C 0.0134 -0.7135 -4.5119 2.11 -1.98 2.14 -2.277
C 2.0420 -3.7373 -0.9909 -5.29 2.80 0.45 1.375
C 3.2446 -2.8073 -1.4209 -1.89 -4.72 -5.20 -1.151
C 2.1787 -4.4154 0.2773 -3.28 -2.54 7.00 -1.074
C 1.4691 -4.9335 -1.8437 4.98 1.56 -5.76 -1.174
C 0.3636 2.1875 1.4952 -8.63 -5.29 1.44 0.495
O -1.1132 2.6112 1.0956 4.50 0.28 0.52 -0.874
C 1.4230 2.9384 1.7561 2.57 -1.18 0.79 0.466
C 2.5967 2.2665 2.2420 4.68 -2.05 -1.46 -0.935
C 1.4534 4.2859 1.3591 -3.29 5.32 -1.92 1.364
C 2.6597 4.9410 1.7145 4.63 4.75 -5.40 -1.781
C 1.0637 4.4823 -0.4087 3.79 -4.32 0.87 -0.917
C 0.3326 5.7183 2.3935 -0.49 1.42 -1.53 -0.818
H 4.5280 -0.1984 4.5926 -0.98 -1.47 2.20 0.305
H 7.7609 -1.3785 7.5364 0.00 0.00 -0.01 0.000
H 5.3426 1.4387 4.1514 -2.16 -2.66 -1.70 -0.068
H 5.0484 1.4629 1.1179 -0.07 -3.30 1.11 0.186
H 5.9321 -0.2980 1.8257 -2.59 1.91 -1.41 0.361
H 4.5607 -0.2479 0.3342 0.43 1.16 2.66 -0.079
H 4.9270 -1.7167 2.7319 -2.82 -0.23 0.03 0.340
H 2.9941 -1.9848 3.1863 1.62 1.91 1.12 0.312
H 3.3801 -1.8947 1.8169 -0.97 -1.34 -5.30 0.429
H 1.0456 -0.8924 2.3939 3.38 2.18 1.44 -0.449
H 0.8485 -2.8025 1.1965 -1.98 2.44 -0.66 -0.784
H 0.3191 -2.1589 -3.0094 2.04 -2.41 -2.13 0.762
H -1.3322 1.1232 -4.8858 -2.70 -1.39 1.95 0.320
H -2.3548 -0.4831 -4.7609 -0.16 2.38 2.23 0.139
H -2.6147 1.1477 -3.5368 -0.83 -0.49 0.32 -0.063
H -0.1152 1.8254 -2.2441 0.52 -0.07 -0.04 0.257
H 1.3342 0.8842 -3.0649 -0.92 -0.03 1.28 0.264
H 0.3828 1.8155 -4.0522 -0.95 -0.53 1.53 0.466
H -0.1649 -0.2210 -5.4348 0.55 0.61 -0.74 0.559
H 1.1226 -0.7963 -4.1091 -1.89 -0.09 -1.79 0.328
H -0.4226 -1.7197 -4.6060 0.36 -0.03 -0.32 0.530
H 3.0502 -2.6674 -2.7461 0.82 0.00 4.15 0.195
H 3.4164 -1.9072 -0.8913 0.05 0.54 0.59 0.151
H 3.9019 -3.6900 -1.3243 1.59 1.41 -0.26 0.471
H 2.7621 -5.4612 0.2848 -0.49 2.84 0.31 0.275
H 0.9673 -4.9141 0.5807 3.47 1.42 -1.01 0.221
H 2.1066 -3.6007 1.5188 1.51 -2.72 -3.80 0.322
H 1.3012 -4.4356 -2.9212 -0.84 -1.18 2.25 0.353
H 2.6290 -5.3626 -2.3317 -3.27 -0.08 1.80 0.308
H 0.7058 -5.7025 -1.5068 1.34 1.36 -0.22 0.245
H 3.8087 2.5485 2.1770 -3.70 0.90 0.38 0.027
H 3.7116 4.6051 1.2210 -2.49 0.08 0.64 0.281
H 2.5110 6.0682 1.1082 0.98 -2.77 2.43 0.344
H 2.9171 4.9848 2.7191 -0.05 0.43 1.94 0.431
H 1.5921 4.9910 -1.2684 -0.39 1.30 1.85 0.344
H 1.8534 3.5275 -0.5736 -2.46 1.52 -0.03 0.206
H 0.0881 4.1733 -0.7952 0.05 -0.12 0.90 0.071
H -0.6846 5.9088 1.8470 1.86 -0.75 0.79 0.244
H 0.0620 5.5788 3.4889 0.73 -0.42 -1.31 0.280
H 0.9177 6.8191 2.2997 -1.21 -3.24 0.17 0.265
O -3.6974 1.9501 1.9169 -1.09 0.51 3.06 -0.515
N -2.8351 -4.3518 1.9216 8.20 12.47 -6.37 -0.496
C -3.8383 -3.5115 1.2861 2.03 -1.14 0.65 0.970
C -3.9615 -3.4688 -0.0523 -0.48 3.44 -4.41 -0.700
C -4.7793 -2.1953 -0.5790 2.34 -5.27 2.15 -0.543
C -5.4908 -1.4929 0.2951 0.80 1.24 3.91 0.012
C -5.3431 -1.7202 1.7285 -0.26 1.51 0.85 -0.466
C -4.4756 -2.6977 2.1666 -3.47 2.84 -3.48 -0.821
S -6.0909 0.0716 -0.1548 0.63 2.81 -4.16 1.318
O -6.4207 -0.0205 -1.5753 -0.43 -0.83 -0.07 -0.806
O -7.1679 0.4568 0.6785 -1.00 -0.18 1.68 -0.770
N -4.8931 1.1400 -0.1092 0.83 0.07 0.88 -0.210
C -4.6171 2.1922 -0.9266 -3.33 -5.03 -2.08 0.564
S -5.1219 2.0632 -2.7395 -0.85 -0.63 2.54 -0.149
C -4.2603 3.4372 -2.9624 5.79 3.18 2.02 -0.394
C -3.4127 3.8284 -1.7423 -0.73 2.04 -5.39 -0.216
N -3.7748 3.1107 -0.7064 1.66 0.22 2.85 -0.271
H -2.4819 -4.7108 0.9613 1.26 0.87 1.88 0.132
H -3.2397 -5.0542 2.0002 -8.85 -15.11 3.80 0.344
H -3.2153 -4.0488 -0.8369 -2.17 1.55 2.25 0.010
H -4.7870 -1.8858 -1.5568 0.22 0.32 -2.38 0.645
H -5.7579 -0.9655 2.5715 0.63 -1.84 -2.53 0.160
H -4.4955 -2.7837 3.1459 0.97 -0.84 4.59 0.604
H -3.7183 3.5686 -3.9000 -0.74 0.61 -0.16 0.301
H -2.5661 4.7392 -1.6890 -2.62 -2.86 -0.13 0.241
```
Forces are in eV/Å.

Results
- Total charge: -2
- Calculated total energy: -166528.7849 eV
- Orbital gap (alpha / beta): 3.60 / 3.59 eV
- Highest occupied orbital energy (alpha / beta): 0.20 / 0.21 eV
- Spin multiplicity: 3

Record 2
# C4H15N2O

A 2-piece molecular cluster, C4H15N2O overall in a non-equilibrium geometry (the ωB97M-V functional and the def2-TZVPD basis, OMol25).

XYZ file:
```
22
Properties=species:S:1:pos:R:3:forces:R:3:mulliken_charge:R:1
C 0.7251 2.0165 0.9687 0.59 -0.36 0.54 -0.494
C 1.6776 1.1812 0.1228 -0.16 -0.26 -0.14 -0.721
C 0.9742 0.4260 -0.9833 -0.15 -0.04 -1.11 -0.724
C -1.2699 -0.6110 -1.2584 -0.82 -0.95 -0.64 -0.874
N -0.0358 -0.5852 -0.4787 1.20 0.66 0.28 0.022
N -0.1204 1.1080 1.7481 0.00 -0.75 0.14 -0.639
H 0.0681 2.6074 0.3719 -0.34 0.56 -0.63 0.379
H 1.3503 2.6913 1.5584 -0.30 0.07 0.25 0.327
H 2.4319 1.8093 -0.3495 0.05 0.02 0.07 0.380
H 2.1915 0.4793 0.7874 0.17 0.05 -0.08 0.298
H 1.6319 -0.0699 -1.6988 0.27 -0.25 0.42 0.414
H 0.4331 1.1015 -1.6460 -0.26 0.24 0.33 0.391
H -1.8468 0.3018 -1.1650 0.22 0.16 0.17 0.357
H -1.8592 -1.4579 -0.9413 -0.25 0.21 0.48 0.240
H -1.0961 -0.8333 -2.3112 0.50 0.42 -0.01 0.428
H 0.4075 -1.4989 -0.4083 -0.26 -0.25 -0.20 0.393
H -0.1795 -0.2752 0.5104 -0.68 0.19 0.08 0.388
H 0.3611 0.7096 2.5464 0.03 0.17 0.03 0.212
H -1.0032 1.4751 2.0748 0.12 0.34 -0.04 0.203
H -1.8586 -3.4465 -0.5368 0.26 0.09 -0.07 0.331
H -1.6657 -3.8933 0.8504 0.31 0.04 0.44 0.318
O -1.3171 -3.2359 0.2378 -0.48 -0.34 -0.33 -0.629
```
Forces are in eV/Å.

Results
- Total charge: +1
- Calculated total energy: -9413.0623 eV
- Orbital gap: 11.14 eV
- ΔE to the lowest compared entry with this formula, charge and spin: 57.88 kJ/mol
- Highest occupied orbital energy: -13.75 eV